# C2H3OP

A structure of composition C2H3OP in a non-equilibrium geometry (wB97M-V/def2-TZVPD, the Open Molecules 2025 dataset).

Atoms and positions in Å:
C (0.683, -0.061, 0.586)
C (1.504, -0.811, 0.080)
O (-0.903, 0.653, -1.568)
P (-1.347, 1.000, -0.191)
H (0.228, -0.166, 1.596)
H (-2.658, 0.700, -0.210)
H (2.493, -1.315, -0.293)

Results
Total energy   -494.422700 Eh
HOMO-LUMO gap   0.29950 Ha
Relative energy (zero: lowest compared OMol25 entry of this formula, charge and spin)   369.7 kJ/mol
LUMO   -0.73 eV

***

# C2H3P

An isolated molecule of C2H3P in a non-equilibrium geometry (wB97M-V/def2-TZVPD, the Open Molecules 2025 dataset).

Atoms and positions in Å:
C (-1.309, 0.723, -0.781)
C (-0.463, 0.018, -0.293)
P (0.839, -0.975, 0.639)
H (-2.025, 0.897, -1.554)
H (0.951, -0.276, 1.744)
H (2.006, -0.388, 0.244)

Results
Total energy   -419.246226 Eh
HOMO-LUMO gap   0.39695 Ha
Relative energy (zero: lowest compared OMol25 entry of this formula, charge and spin)   45.1 kJ/mol
LUMO   1.06 eV
SMILES   C#CP

***

# C2H40O20

A cluster of 19 separate species, C2H40O20 in total in a non-equilibrium geometry (wB97M-V/def2-TZVPD, the Open Molecules 2025 dataset).

Atoms and positions in Å:
O (0.843, 0.885, 1.519)
C (0.813, 0.142, 0.335)
C (-0.606, -0.066, -0.140)
O (-0.608, -0.750, -1.374)
H (1.261, -0.807, 0.557)
H (1.281, 0.732, -0.520)
H (-1.157, 0.803, -0.070)
H (-1.001, -0.796, 0.516)
O (1.856, -1.983, -1.634)
H (2.127, -2.610, -0.983)
H (1.138, -1.538, -1.294)
O (-2.911, -2.179, 1.671)
H (-3.259, -1.336, 1.637)
H (-2.387, -2.301, 0.883)
O (-0.467, -2.997, -3.573)
H (-0.417, -2.351, -2.897)
H (-1.075, -2.472, -4.062)
O (-4.406, 0.024, -0.325)
H (-3.717, 0.530, -0.766)
H (-4.437, 0.301, 0.600)
O (-2.942, 2.991, 0.254)
H (-2.432, 2.955, -0.541)
H (-2.487, 3.609, 0.799)
O (-0.319, -1.352, 2.866)
H (0.132, -0.593, 2.383)
H (-1.069, -1.523, 2.400)
O (3.474, 0.721, 0.882)
H (3.737, -0.191, 0.782)
H (2.478, 0.645, 0.975)
O (4.037, -0.421, -2.184)
H (3.270, -0.711, -1.725)
H (3.760, 0.364, -2.719)
O (0.619, 0.109, -3.540)
H (1.342, 0.577, -3.109)
H (0.165, -0.080, -2.716)
O (-2.663, 0.776, -2.150)
H (-2.538, 0.854, -3.103)
H (-1.894, 0.448, -1.765)
O (-2.838, -2.159, -1.173)
H (-2.043, -1.591, -1.279)
H (-3.571, -1.510, -1.261)
O (-1.411, 1.628, 2.323)
H (-0.470, 1.337, 2.170)
H (-1.649, 1.765, 1.416)
O (1.902, 0.335, 3.919)
H (2.372, 0.923, 4.525)
H (1.397, 0.736, 3.217)
O (-0.223, -3.112, 0.216)
H (0.516, -3.282, 0.778)
H (-0.177, -2.189, 0.005)
O (-0.413, 3.007, -1.314)
H (-0.443, 2.883, -2.238)
H (0.008, 2.281, -0.955)
O (2.245, 3.217, -0.782)
H (2.190, 2.324, -1.013)
H (1.337, 3.419, -0.606)
O (2.057, 2.999, 2.580)
H (2.924, 3.112, 2.246)
H (1.751, 2.194, 2.144)
O (1.904, -2.916, 2.063)
H (1.306, -2.273, 2.349)
H (1.802, -3.546, 2.775)

Results
Total energy   -1604.992019 Eh
HOMO-LUMO gap   0.29177 Ha
Charge   -2
Relative energy (zero: lowest compared OMol25 entry of this formula, charge and spin)   196.6 kJ/mol
LUMO   4.62 eV

***

# C2H41N2O16

A cluster of 17 separate species, C2H41N2O16 in total in a non-equilibrium geometry (wB97M-V/def2-TZVPD, the Open Molecules 2025 dataset).

Atoms and positions in Å:
C (1.223, 2.090, -2.215)
N (2.084, 1.435, -3.234)
C (0.483, 1.216, -1.197)
N (-0.749, 1.937, -0.701)
H (0.485, 2.796, -2.587)
H (1.934, 2.701, -1.616)
H (1.591, 0.896, -3.949)
H (2.571, 0.706, -2.740)
H (1.023, 0.967, -0.205)
H (0.164, 0.175, -1.371)
H (-1.641, 1.685, -1.247)
H (-0.846, 1.646, 0.302)
H (-0.812, 2.922, -0.388)
H (0.488, -0.190, 1.923)
H (-0.939, 0.188, 1.583)
O (-0.061, 0.018, 1.178)
H (-2.030, 2.248, 3.109)
H (-3.125, 3.097, 2.465)
O (-2.157, 2.927, 2.405)
H (-1.182, -3.167, 0.100)
H (-0.460, -1.686, 0.375)
O (-0.570, -2.490, -0.158)
H (-1.375, -1.274, 3.728)
H (-2.579, -2.220, 2.922)
O (-1.790, -1.484, 2.875)
H (-3.981, -0.865, 0.913)
H (-2.394, -1.073, 1.246)
O (-3.077, -0.565, 0.877)
H (0.925, -1.766, -2.712)
H (1.742, -1.181, -3.856)
O (0.910, -1.618, -3.655)
H (-2.110, 1.358, -3.333)
H (-3.768, 1.337, -3.306)
O (-2.971, 1.527, -2.848)
H (2.663, -0.921, 1.886)
H (2.317, 0.369, 2.634)
O (2.022, -0.547, 2.498)
H (0.829, -1.124, 4.667)
H (0.493, 0.249, 3.971)
O (0.100, -0.547, 4.370)
H (0.690, -3.094, 3.204)
H (1.021, -2.369, 2.043)
O (0.850, -3.282, 2.288)
H (3.406, -1.991, 0.202)
H (4.084, -2.762, 1.359)
O (3.756, -1.920, 1.088)
H (1.377, -3.048, -0.766)
H (2.590, -3.460, -1.618)
O (2.201, -2.710, -1.156)
H (-0.440, 0.366, -4.381)
H (-1.010, -0.643, -3.257)
O (-0.903, 0.268, -3.519)
H (-1.708, 4.137, 1.091)
H (-0.134, 4.089, 1.374)
O (-0.827, 4.291, 0.683)
H (-3.637, -0.741, -2.108)
H (-2.498, -1.681, -2.272)
O (-3.383, -1.491, -2.650)
H (3.823, 2.851, 1.636)
H (3.898, 1.360, 1.553)
O (3.253, 2.081, 1.418)

Results
Total energy   -1413.956062 Eh
HOMO-LUMO gap (spin up / spin down)   0.09935 / 0.36870 Ha
⟨S²⟩   0.751
LUMO (spin up / spin down)   0.04 / -0.08 eV
2S+1   2

***

# C2H46O23

A cluster of 22 separate species, C2H46O23 in total in a non-equilibrium geometry (wB97M-V/def2-TZVPD, the Open Molecules 2025 dataset).

Atoms and positions in Å:
O (5.548, -2.328, 11.664)
C (6.456, -3.307, 11.372)
C (6.187, -4.072, 10.058)
O (7.230, -4.955, 9.701)
H (6.470, -3.951, 12.277)
H (7.429, -2.852, 11.254)
H (6.177, -3.323, 9.294)
H (5.217, -4.605, 10.196)
O (2.546, -3.137, 8.304)
H (2.803, -4.037, 8.217)
H (3.343, -2.754, 8.709)
O (3.860, -0.208, 12.321)
H (3.978, 0.404, 11.592)
H (4.375, -0.955, 12.238)
O (6.448, -5.669, 14.749)
H (6.183, -6.269, 15.482)
H (5.775, -5.777, 14.109)
O (2.399, -5.855, 10.626)
H (2.649, -5.001, 10.991)
H (3.152, -6.425, 10.846)
O (8.895, -5.078, 14.091)
H (9.028, -4.895, 13.145)
H (7.952, -5.184, 14.268)
O (9.647, -2.304, 12.479)
H (8.936, -2.339, 13.129)
H (9.583, -1.401, 12.154)
O (6.540, 0.033, 10.978)
H (7.522, -0.028, 11.046)
H (6.173, -0.860, 11.219)
O (4.310, -3.214, 13.827)
H (4.762, -3.078, 14.680)
H (4.924, -2.962, 13.060)
O (6.916, -6.534, 11.771)
H (7.069, -5.944, 11.062)
H (6.047, -6.299, 12.202)
O (7.785, -4.253, 7.191)
H (8.705, -4.224, 7.388)
H (7.451, -4.307, 8.107)
O (9.474, -4.674, 11.071)
H (8.624, -4.611, 10.578)
H (9.622, -3.775, 11.267)
O (8.824, -2.151, 9.133)
H (9.740, -2.465, 8.918)
H (8.383, -2.861, 9.592)
O (8.967, -6.826, 8.486)
H (8.418, -6.125, 8.804)
H (9.204, -7.087, 9.375)
O (3.059, -3.448, 11.479)
H (3.990, -3.184, 11.368)
H (2.945, -3.478, 12.445)
O (5.793, -7.140, 8.633)
H (5.271, -7.368, 9.412)
H (6.397, -6.421, 8.954)
O (3.968, -5.421, 7.688)
H (4.652, -5.903, 8.118)
H (3.941, -5.917, 6.872)
O (7.092, -1.807, 13.777)
H (6.936, -2.474, 14.401)
H (6.579, -2.009, 12.999)
O (4.295, -1.353, 9.288)
H (4.811, -0.802, 8.697)
H (4.936, -1.605, 9.938)
O (5.399, -3.228, 6.706)
H (6.359, -3.212, 6.846)
H (4.986, -3.958, 7.136)
O (4.498, -5.718, 12.756)
H (4.594, -4.749, 12.805)
H (3.741, -5.870, 13.314)
O (9.184, -0.067, 10.880)
H (9.256, -0.908, 10.395)
H (9.662, 0.611, 10.374)

Results
Total energy   -1834.389904 Eh
HOMO-LUMO gap   0.28716 Ha
Charge   -2
Relative energy (zero: lowest compared OMol25 entry of this formula, charge and spin)   72.4 kJ/mol
LUMO   4.18 eV

***

# C2H4AgO2

A structure of composition C2H4AgO2 in a non-equilibrium geometry (wB97M-V/def2-TZVPD, the Open Molecules 2025 dataset).

Atoms and positions in Å:
H (2.118, -1.928, -0.839)
O (-1.220, 1.569, 0.119)
C (-2.433, 1.332, 0.215)
C (-2.948, 0.038, 0.507)
H (-3.166, 2.150, 0.081)
H (-4.025, -0.128, 0.536)
H (-2.265, -0.793, 0.685)
O (2.203, -1.093, -0.375)
Ag (0.727, 0.367, 0.145)

Results
Total energy   -375.925132 Eh
HOMO-LUMO gap (spin up / spin down)   0.30989 / 0.19425 Ha
⟨S²⟩   0.766
Relative energy (zero: lowest compared OMol25 entry of this formula, charge and spin)   0.0 kJ/mol
LUMO (spin up / spin down)   0.28 / -2.86 eV
2S+1   2

***

Q: The lowest total energy belongs to which entry?
A: C2H46O23

***

Q: The lowest total energy belongs to which entry?
A: C2H46O23